21
Properties=species:S:1:pos:R:3:forces:R:3 method="wB97M-V/def2-TZVPD" charge=+1 energy_ha=-440.07037 orbital_gap_ev=11.381 mol_weight_g_mol=116.1 lumo_ev=-3.0
C -1.348578 -0.485046 1.265421 0.9 0.4 0.5
O -1.916289 -1.758372 1.029604 -0.2 -0.2 -0.3
C -0.730099 -0.047328 -0.068866 -1.5 -0.1 -0.3
N -0.178466 -1.248729 -0.760974 0.3 0.3 -0.9
H -0.610529 -0.570581 2.065651 0.1 0.0 -0.1
H -2.066754 0.275057 1.573565 -0.1 -0.1 -0.1
H -2.833174 -1.835885 1.307551 0.1 0.2 0.1
H -1.612352 0.289655 -0.615811 0.1 -0.4 -0.7
H -0.035041 0.770455 -0.188691 0.4 -0.1 1.0
H 0.180147 -0.967530 -1.675812 -0.2 -0.1 0.0
H -0.895859 -1.947967 -0.961022 -0.1 0.0 0.2
H 0.597851 -1.707514 -0.288660 -0.1 0.1 0.5
H -1.337605 -2.684899 -3.918003 0.1 0.0 0.0
H 0.114751 -2.799339 -3.379413 -0.3 -0.1 -0.3
O -0.752150 -2.410002 -3.203434 0.3 0.1 0.3
H 3.796203 3.647936 0.662931 -0.2 0.1 0.1
H 2.706062 4.402908 1.444444 0.1 0.0 -0.1
O 2.872292 3.599182 0.939797 0.2 0.0 -0.1
H 0.948422 2.299038 2.060689 0.1 0.0 0.0
H 1.965895 1.689355 1.134539 0.1 0.3 0.1
O 1.135264 1.489612 1.576492 -0.2 -0.3 0.0

=====

22
Properties=species:S:1:pos:R:3:forces:R:3 method="wB97M-V/def2-TZVPD" multiplicity=2 energy_ha=-515.32592 orbital_gap_ev="9.980 / 4.576" mol_weight_g_mol=132.1 lumo_ev="0.1 / -5.2"
C -2.603769 0.155658 -0.022233 0.0 0.5 -2.2
O -2.191932 1.416239 -0.450801 0.9 -0.7 0.3
C -1.923437 -0.969829 -0.957611 -0.5 1.1 0.8
N -1.207696 -2.093948 -0.434057 -0.5 1.9 -1.8
H -2.403851 -0.128461 0.937157 1.0 -0.3 3.1
H -3.678051 0.214941 -0.091602 -0.4 -0.6 -0.3
H -2.847742 -1.156165 -1.491078 0.1 -0.7 -1.0
H -1.190086 -0.388442 -1.516803 0.0 0.0 -1.1
H -0.408567 -2.318623 -1.029644 -0.2 -0.3 0.2
H -0.909275 -1.934470 0.484467 0.5 -0.4 2.1
H 2.068620 1.207086 2.266582 -3.3 -2.2 0.4
H 2.951981 1.899694 1.304938 0.2 -0.5 2.0
O 2.879188 1.606784 2.268647 3.7 3.2 -2.1
H 0.810017 0.049619 0.923389 0.3 -1.3 1.5
H 2.144610 -0.396436 0.994157 2.0 -0.5 -0.4
O 1.443118 -0.429517 1.620549 -2.5 0.4 -0.6
H 2.940191 -0.043151 -1.919546 3.3 -0.5 -9.5
H 1.536663 -0.123981 -0.997596 3.1 1.3 -0.9
O 2.627997 -0.012104 -1.145226 -5.7 -0.4 10.2
H 0.770857 1.388353 -0.021628 1.1 1.7 0.1
H -1.186626 1.442462 -0.360075 -0.6 -0.5 -0.2
O 0.377789 0.614293 -0.361988 -2.4 -1.2 -0.5

=====

20
Properties=species:S:1:pos:R:3:forces:R:3 method="wB97M-V/def2-TZVPD" energy_ha=-385.54087 orbital_gap_ev=11.822 smiles=CC.O.O.O.O mol_weight_g_mol=102.1 lumo_ev=0.4
C -2.850328 0.407313 2.728759 -1.1 0.9 0.7
C -1.442903 -0.121564 2.666998 0.0 -1.3 -0.6
H -2.986028 1.213758 3.461408 0.3 0.0 -0.1
H -3.555277 -0.355404 3.058674 0.0 -0.1 0.0
H -3.265120 0.820799 1.808481 0.3 -0.2 -0.2
H -0.895138 -0.002914 3.593775 0.1 0.2 0.1
H -1.537210 -1.206081 2.508126 0.3 0.2 0.0
H -0.866326 0.229950 1.812230 0.1 0.4 0.2
H 2.263113 -0.794453 -2.056186 0.3 0.8 0.1
H 2.958881 -0.148265 -0.896766 0.1 0.2 -0.5
O 2.613361 0.088846 -1.778713 -0.3 -1.2 0.7
H -0.969966 0.737193 -1.413975 0.6 -0.8 -0.2
H 0.491483 0.301811 -1.426605 0.4 0.5 -0.1
O -0.379544 0.000766 -1.685693 -1.0 0.5 0.1
H 0.330310 -1.664337 -1.331271 -0.3 -0.3 0.2
H 0.669816 -2.681475 -2.366461 0.0 -0.3 -0.1
O 0.811031 -2.507523 -1.431585 0.2 0.6 -0.2
H 1.635330 1.642699 -0.231869 -0.4 -0.1 -0.1
H 1.075056 2.959996 0.163959 -0.4 -0.1 0.0
O 0.782292 2.054209 -0.016216 0.8 0.4 0.1

=====

20
Properties=species:S:1:pos:R:3:forces:R:3 method="wB97M-V/def2-TZVPD" energy_ha=-385.54284 orbital_gap_ev=11.491 smiles=CC.O.O.O.O mol_weight_g_mol=102.1 lumo_ev=0.5
C 0.852867 -1.717103 -0.442755 0.0 0.0 0.7
C -0.668332 -1.879270 -0.502337 -0.3 -0.2 -0.2
H 1.064760 -0.691643 -0.159330 0.3 0.2 -0.6
H 1.366540 -1.955179 -1.367785 0.0 0.1 -0.1
H 1.290903 -2.322163 0.361998 -0.1 -0.1 -0.3
H -1.024234 -2.035562 -1.523863 0.1 0.1 0.1
H -1.015329 -2.742970 0.065178 0.0 0.0 0.0
H -1.196507 -1.001359 -0.111780 0.1 -0.1 -0.1
H -0.073249 -1.328009 2.160254 0.2 -0.3 -0.3
H 1.186155 -0.497209 1.671643 -0.6 -0.5 0.3
O 0.420495 -0.516012 2.271858 0.5 0.6 0.3
H -1.327043 1.685641 -1.224871 -0.2 0.0 -0.2
H -1.300098 2.344969 0.162850 0.5 0.1 -0.8
O -1.071082 2.505604 -0.792220 -0.3 -0.2 0.8
H 0.560420 1.837766 -1.509494 0.3 0.4 -0.5
H 1.618526 1.964431 -2.697014 -0.4 0.0 0.4
O 0.963004 1.390345 -2.277562 0.2 -0.3 0.0
H -0.560555 0.868793 1.902448 -0.1 0.2 0.1
H -0.172758 2.309300 2.167821 -0.3 0.0 0.0
O -0.914482 1.779629 1.844962 0.2 0.1 0.2

=====

20
Properties=species:S:1:pos:R:3:forces:R:3 method="wB97M-V/def2-TZVPD" energy_ha=-385.55427 orbital_gap_ev=11.759 smiles=CC.O.O.O.O mol_weight_g_mol=102.1 lumo_ev=0.6
C 0.570952 1.024154 2.017489 -0.1 -1.0 -0.2
C -0.644524 0.074348 1.854157 0.0 1.2 0.9
H 0.380022 1.980157 1.534808 0.1 0.0 -0.1
H 0.848520 1.214967 3.049959 -0.1 -0.1 0.2
H 1.416206 0.511374 1.551629 0.2 0.5 -0.1
H -1.361457 0.239623 2.667859 0.1 -0.1 -0.1
H -0.370487 -0.976043 1.854559 0.1 -0.1 -0.1
H -1.154264 0.344116 0.943155 -0.1 -0.3 -0.1
H 1.067536 0.544341 -1.413232 0.5 -0.1 -0.3
H 2.132170 0.089808 -2.403306 -0.1 -0.3 0.3
O 1.792198 -0.121197 -1.522612 -0.1 0.4 0.1
H -2.236804 -0.991889 -1.544653 -0.6 -0.5 -0.6
H -0.973546 -1.197088 -0.684433 -0.2 -0.2 -0.2
O -1.628239 -0.531531 -0.990250 0.1 0.2 0.6
H -0.910845 0.839209 -1.385894 0.6 0.6 -0.4
H -0.691539 2.042457 -2.367928 0.4 -0.2 0.3
O -0.243673 1.544524 -1.666999 -1.2 0.1 0.1
H 0.964099 -1.534988 -0.775577 0.0 -0.3 -0.7
H 0.695579 -2.791895 0.006178 0.1 -0.7 0.8
O 0.348095 -2.304446 -0.724908 0.2 0.9 -0.2

=====

22
Properties=species:S:1:pos:R:3:forces:R:3 method="wB97M-V/def2-TZVPD" energy_ha=-1181.74401 orbital_gap_ev=4.181 mol_weight_g_mol=166.3 lumo_ev=-5.0
C -0.131294 0.400468 1.911307 1.2 -0.3 -0.3
C -0.814781 1.086948 0.719033 -1.3 -0.1 1.2
S -2.407836 0.434122 0.406519 0.8 0.4 -0.5
S 1.469346 -0.637399 -1.323053 -0.6 0.5 0.1
H 0.418277 -0.513977 1.671164 -0.8 -0.2 -0.2
H -0.871551 0.203475 2.685698 0.4 0.1 0.2
H 0.728845 1.003643 2.241954 -0.7 0.4 0.2
H -0.144913 1.041615 -0.212945 0.3 -0.6 -0.4
H -0.987631 2.147496 0.925736 0.5 0.1 -0.5
H 0.569653 -1.586942 -1.015520 0.0 -0.1 0.1
H 2.369595 -0.857486 0.782909 0.3 -0.1 0.3
H 3.525714 -1.442247 1.614975 0.0 -0.1 0.0
O 2.699569 -0.960295 1.696098 -0.1 0.1 -0.1
H 2.650508 2.798546 0.000600 0.1 -0.1 0.0
H 1.801507 1.742871 -0.729461 0.2 0.0 0.0
O 1.747078 2.560852 -0.222559 -0.2 0.1 0.0
H -0.631084 -0.148077 -2.995222 0.2 0.2 -0.3
H -1.568332 -0.125550 -1.855659 -0.3 -0.1 0.2
O -1.470984 0.246955 -2.736367 0.1 -0.1 0.0
H -1.800965 -2.982101 0.397830 0.0 -0.1 0.0
H -1.305343 -1.543157 0.428950 -0.2 -0.1 0.2
O -1.039524 -2.448506 0.641776 0.3 -0.1 -0.2

=====

21
Properties=species:S:1:pos:R:3:forces:R:3 method="wB97M-V/def2-TZVPD" multiplicity=2 charge=+1 energy_ha=-460.39335 orbital_gap_ev="11.515 / 5.096" mol_weight_g_mol=118.1 lumo_ev="-3.3 / -9.7"
C 0.992193 1.684219 -0.502216 -0.4 -1.8 0.0
O 1.660345 0.742597 0.243353 0.7 1.6 0.3
C 1.851787 1.850840 -1.846526 -1.3 0.4 0.5
H 0.926058 2.735857 -0.117923 0.3 -0.4 0.3
H 0.004853 1.207151 -0.559800 -0.3 1.2 -0.3
H 1.090450 0.085953 0.720271 -0.2 -0.9 0.3
H 2.583794 1.091800 -1.645729 0.7 0.0 -1.0
H 2.195280 2.872158 -2.028402 0.2 -0.4 0.3
H 1.085885 1.601626 -2.598865 0.5 -0.2 0.0
H -0.860196 0.688064 -1.930975 -0.1 -0.6 0.1
H -1.442801 1.487782 -3.008678 -0.7 -0.3 -0.2
O -1.660464 0.716949 -2.457122 0.5 0.8 -0.2
H 1.645198 -2.005386 2.037262 0.0 0.1 0.0
H 0.114670 -2.048496 1.842242 -0.2 -0.4 -0.4
O 0.913943 -1.548242 1.607109 0.1 0.6 0.0
H -0.889747 -0.291382 1.980799 0.1 0.5 0.2
H -1.463155 1.013306 1.239826 0.1 -0.3 0.6
O -1.616407 0.090955 1.481479 -0.2 -0.1 -0.8
H -1.992925 -2.189222 0.624215 -0.2 -0.8 0.3
H -2.049554 -3.709475 1.167055 -0.2 0.4 -0.2
O -1.550151 -2.886268 1.142214 0.5 0.6 0.1

=====

21
Properties=species:S:1:pos:R:3:forces:R:3 method="wB97M-V/def2-TZVPD" multiplicity=2 charge=+1 energy_ha=-460.44336 orbital_gap_ev="12.330 / 6.210" mol_weight_g_mol=118.1 lumo_ev="-3.1 / -9.2"
C -1.315459 0.030662 -0.722807 -1.1 0.6 -0.8
O -1.301514 1.398057 -0.555625 0.4 -0.9 0.5
C -2.332642 -0.681453 0.152669 0.5 -1.1 1.6
H -0.291059 -0.331824 -0.381556 0.3 -0.1 -0.2
H -1.398627 -0.183369 -1.786901 0.3 0.1 -0.1
H -1.364540 1.533479 0.438774 0.2 0.1 0.3
H -2.716015 -1.598722 -0.301520 -0.1 0.5 -0.6
H -3.098579 -0.028996 0.563203 -0.2 0.1 -0.5
H -1.856532 -1.102426 1.044940 0.1 0.2 0.0
H 2.470582 1.605010 -3.164650 0.1 -0.3 0.0
H 1.581974 1.789048 -1.965349 -0.1 0.3 0.2
O 2.060459 1.110735 -2.440667 0.0 0.0 -0.1
H 1.541960 -0.763140 1.161868 0.0 -0.5 -0.3
H 2.353131 -0.430311 2.367481 -0.3 -0.1 0.4
O 1.446099 -0.666750 2.118489 0.5 0.2 -0.3
H 1.937300 -0.688666 -1.397208 0.1 0.0 0.1
H 1.653462 -2.185067 -1.284103 0.0 -0.1 0.2
O 1.683329 -1.377537 -0.755147 -0.4 0.5 -0.3
H -0.149284 1.534735 2.584916 -0.6 0.1 0.0
H -0.139306 0.142198 2.139592 -0.1 -0.1 0.2
O -0.764729 0.894336 2.183607 0.5 0.6 -0.4

=====

23
Properties=species:S:1:pos:R:3:forces:R:3 method="wB97M-V/def2-TZVPD" multiplicity=4 energy_ha=-1480.00901 orbital_gap_ev="6.250 / 7.333" mol_weight_g_mol=185.1 lumo_ev="0.1 / 0.1"
V 0.142643 -0.009599 -0.020954 -0.5 -0.4 0.1
C -1.673426 2.755644 -0.283725 -0.3 0.3 0.1
O -1.358132 1.483882 -0.682355 0.7 -1.1 0.1
H -0.900436 3.196742 0.369625 0.0 0.3 0.1
H -1.865975 3.472344 -1.106172 0.5 -0.1 -0.3
H -2.631724 2.879487 0.263794 0.1 -0.5 0.3
C 1.455003 -2.923621 0.432508 -0.8 0.5 -0.3
O 1.482689 -1.567327 0.699008 -0.2 1.0 -0.1
H 0.893503 -3.499550 1.192359 -0.1 0.0 0.0
H 0.933779 -3.082284 -0.535632 0.1 -0.5 0.0
H 2.420942 -3.447974 0.355863 0.2 0.4 0.0
O -1.574582 -1.429341 -0.385017 -0.4 0.2 0.0
H -1.766700 -2.353185 -0.575642 0.3 0.0 0.1
H -2.403389 -0.943421 -0.522332 0.4 0.2 -0.1
O 0.787539 -0.272828 -2.085574 0.3 0.3 -0.4
H 0.714571 -0.951897 -2.762381 -0.1 -0.1 0.3
H 1.169117 0.495603 -2.526904 -0.2 0.0 0.1
O 1.820423 1.549744 0.218019 0.1 0.0 0.1
H 2.666230 1.327113 0.630386 -0.2 -0.3 -0.1
H 1.826247 2.505821 0.091497 -0.3 -0.1 0.0
O -0.661938 0.215304 2.030043 0.3 0.4 0.4
H -1.405318 -0.075646 2.564753 -0.1 -0.1 -0.3
H -0.071066 0.674988 2.638837 0.0 -0.1 -0.1

=====

25
Properties=species:S:1:pos:R:3:forces:R:3 method="wB97M-V/def2-TZVPD" multiplicity=2 energy_ha=-708.31492 orbital_gap_ev="8.898 / 6.531" mol_weight_g_mol=253.8 lumo_ev="-0.2 / -2.4"
Ag -0.563359 0.051300 -0.218682 1.6 0.3 0.0
C 3.339332 0.831028 1.821474 -0.3 0.2 -0.6
C 2.191998 0.063380 1.177483 0.3 -2.5 -0.3
O 1.462699 0.727426 0.365668 -1.1 1.3 -0.2
O 2.088867 -1.172416 1.312532 -0.1 1.2 0.6
H 3.819636 1.370258 1.002883 0.2 0.0 0.1
H 4.029483 0.127468 2.274094 0.0 0.0 0.1
H 3.008427 1.596897 2.521254 -0.2 -0.2 0.1
B -0.327951 -0.106457 -2.598215 -1.0 -0.7 -1.0
H 0.589842 -0.292074 -1.928214 2.0 -0.2 1.2
H -0.063095 0.249165 -3.668523 0.8 0.7 -0.9
H -0.834232 -1.155469 -2.653217 -0.5 -1.3 -0.1
H -1.132903 0.590419 -2.175315 -1.3 1.5 0.4
O -1.066049 2.443173 -0.439696 -0.3 0.8 0.2
H -1.848897 2.996404 -0.334550 0.1 -0.1 0.0
H -0.393798 3.025624 -0.815336 0.0 -0.2 0.0
O -0.406204 -2.227471 0.063522 -0.3 -1.4 0.2
H 0.193996 -2.851920 0.492221 0.2 0.4 -0.1
H -0.895639 -2.741007 -0.592500 0.1 0.2 -0.1
O -1.280671 -0.197987 2.069213 0.0 0.0 0.4
H -0.737896 -0.779975 2.617599 0.1 0.0 -0.3
H -2.111153 -0.097655 2.547141 0.0 0.1 -0.1
O -2.652276 -0.755883 -0.838123 -1.0 -0.2 0.2
H -3.097679 -0.396703 -1.617695 0.4 0.0 -0.1
H -3.312476 -1.297526 -0.385018 0.2 0.1 0.1

=====

24
Properties=species:S:1:pos:R:3:forces:R:3 method="wB97M-V/def2-TZVPD" multiplicity=2 charge=+2 energy_ha=-703.54270 orbital_gap_ev="6.901 / 3.575" mol_weight_g_mol=247.5 lumo_ev="-9.8 / -13.1"
Cd -1.795676 -1.699986 -0.525644 -0.6 -1.3 1.2
O -1.019469 -0.007553 0.154630 2.5 2.3 0.1
H -1.053817 0.939597 -0.082570 -1.0 -0.8 0.2
O -2.971136 -0.532981 -1.768630 -1.4 0.0 -1.0
H -3.628228 -0.986860 -2.296309 -0.7 -0.1 -0.4
H -2.811855 0.286661 -2.236664 0.3 0.6 0.0
O -0.583713 -0.531460 3.002193 0.3 -0.4 0.0
H -0.373839 0.335477 3.349464 0.1 0.1 0.4
H -0.596192 -0.412963 2.052434 -0.1 0.2 -0.3
O -0.242629 -1.736565 -1.946058 0.9 -0.5 -0.8
H 0.119074 -2.433141 -2.493952 0.1 -0.6 -0.5
H 0.459931 -1.089226 -1.885998 0.2 0.4 0.1
O -2.583104 1.444152 1.843909 -0.5 0.5 -0.1
H -1.728709 1.568288 2.257224 0.0 0.1 0.3
H -2.387145 1.011078 1.013088 -0.2 -0.1 0.3
C 2.854174 -0.356770 0.147701 0.5 -0.4 0.4
C 2.362926 1.108337 -0.099937 -0.3 1.0 -1.8
O 1.218713 1.101739 -0.944178 2.9 0.9 0.3
H 3.545616 -0.406338 0.988866 0.1 0.7 0.1
H 3.422604 -0.612769 -0.746422 -0.3 -0.2 -0.2
H 2.101978 -1.088186 0.443232 -0.3 0.2 -0.4
H 3.060666 1.796486 -0.577121 0.3 -0.6 -0.2
H 2.136088 1.627018 0.831528 -0.7 -0.3 1.0
H 0.493740 0.675967 -0.480786 -1.8 -1.5 1.2

=====

26
Properties=species:S:1:pos:R:3:forces:R:3 method="wB97M-V/def2-TZVPD" multiplicity=5 charge=+1 energy_ha=-1950.66530 orbital_gap_ev="8.018 / 7.962" mol_weight_g_mol=223.0 lumo_ev="-3.7 / -3.7"
Fe 0.077674 -0.948312 -0.301293 0.4 1.7 -0.4
C 0.379698 2.909274 1.791620 1.5 -0.8 -1.5
C 1.000126 1.647647 1.099729 1.7 -1.2 1.8
O 0.364372 1.049036 0.186181 -2.9 -0.3 -1.8
O 2.067746 1.112320 1.460737 0.0 1.2 0.7
H 0.078582 3.544642 0.958707 -0.5 0.1 0.2
H 1.197389 3.432859 2.286929 -0.3 -0.2 0.3
H -0.436857 2.645330 2.463679 0.1 0.1 -0.2
O -1.984459 -0.491447 -0.620440 -0.1 -0.3 0.4
H -2.751804 -0.702234 -1.152400 -0.1 -0.1 -0.4
H -2.335088 -0.000198 0.122508 -0.1 0.5 0.2
O -0.228246 -1.484211 1.670514 -0.5 -0.4 0.6
H -0.898531 -1.230382 2.304962 -0.3 0.3 0.2
H 0.327256 -2.103996 2.143283 0.5 -0.1 0.1
O 0.675374 -0.464860 -2.301541 0.0 -0.3 -0.1
H 0.226369 -0.250089 -3.119154 -0.5 0.2 -0.2
H 1.606074 -0.429703 -2.522464 0.5 0.1 0.2
O -0.294317 -2.903894 -0.971945 0.1 -0.5 0.1
H -0.238305 -3.622974 -0.342637 0.1 -0.3 0.3
H -0.827648 -3.251530 -1.686735 -0.2 0.1 -0.4
O -1.677814 2.031487 -1.914830 -0.3 -0.1 -0.5
H -1.129743 1.519214 -1.320342 0.5 0.1 0.4
H -2.273907 2.510396 -1.339020 -0.1 0.3 0.0
O 2.011992 -1.425677 0.207073 0.5 -1.0 -0.3
H 2.641204 -0.809265 0.581710 0.0 1.4 0.5
H 2.422865 -2.283432 0.315171 0.1 -0.4 -0.3